{
  "formula": "C32H32BrN4O5S4Tl",
  "method": "wB97M-V/def2-TZVPD",
  "symbols": ["Tl", "S", "C", "S", "C", "C", "N", "C", "N", "O", "C", "C", "C", "N", "C", "Br", "C", "H", "H", "H", "H", "C", "C", "O", "S", "C", "C", "C", "C", "C", "C", "C", "C", "H", "H", "H", "H", "H", "H", "H", "C", "C", "C", "C", "C", "C", "C", "C", "N", "C", "C", "C", "C", "H", "H", "H", "H", "H", "H", "H", "H", "H", "H", "H", "H", "H", "H", "H", "H", "H", "H", "C", "S", "O", "O", "O", "H", "H", "H"],
  "coordinates": [[-0.792, -0.475, 0.531], [-1.161, 0.333, -1.760], [-2.875, 0.010, -1.618], [-3.481, -0.733, -0.202], [-3.693, 0.370, -2.689], [-3.186, 1.005, -3.855], [-2.799, 1.510, -4.818], [-5.095, 0.132, -2.669], [-6.237, -0.031, -2.695], [6.344, 0.070, 0.986], [4.979, 0.088, 0.964], [4.220, -1.068, 1.079], [2.846, -0.955, 1.041], [2.212, 0.213, 0.908], [2.958, 1.279, 0.783], [2.042, 2.927, 0.519], [4.343, 1.308, 0.809], [6.630, -0.846, 1.069], [4.679, -2.045, 1.162], [2.227, -1.841, 1.089], [4.901, 2.225, 0.700], [4.099, -9.750, 4.936], [3.245, -8.537, 4.637], [3.307, -7.512, 5.260], [2.154, -8.834, 3.269], [1.549, -7.220, 2.865], [0.647, -6.563, 3.693], [0.167, -5.318, 3.327], [0.567, -4.730, 2.123], [1.470, -5.400, 1.290], [1.960, -6.638, 1.670], [0.077, -3.445, 1.731], [-0.304, -2.348, 1.400], [4.560, -9.634, 5.914], [4.868, -9.838, 4.168], [3.498, -10.660, 4.904], [0.330, -7.023, 4.619], [-0.526, -4.787, 3.965], [1.776, -4.928, 0.362], [2.663, -7.160, 1.032], [-1.410, 0.834, 7.244], [-0.748, 0.370, 5.969], [0.263, -0.578, 6.010], [0.857, -0.980, 4.813], [1.980, -1.986, 4.795], [0.428, -0.435, 3.621], [-0.619, 0.507, 3.516], [-1.178, 0.898, 4.756], [-0.981, 0.972, 2.270], [-1.849, 2.160, 2.166], [-1.241, 3.350, 2.938], [-1.904, 2.621, 0.707], [-3.317, 1.886, 2.556], [-0.969, 0.347, 8.115], [-2.480, 0.608, 7.238], [-1.308, 1.914, 7.372], [0.588, -0.998, 6.956], [2.003, -2.572, 5.716], [2.949, -1.491, 4.688], [1.870, -2.674, 3.955], [0.928, -0.749, 2.723], [-1.974, 1.623, 4.803], [-0.381, 3.727, 2.382], [-0.897, 3.095, 3.938], [-1.976, 4.155, 3.020], [-0.901, 2.681, 0.283], [-2.357, 3.615, 0.660], [-2.510, 1.953, 0.099], [-3.463, 1.583, 3.588], [-3.707, 1.094, 1.915], [-3.916, 2.785, 2.379], [1.997, -2.635, -3.483], [1.540, -2.550, -1.754], [0.206, -3.117, -1.690], [2.555, -3.350, -1.055], [1.605, -1.129, -1.419], [2.126, -3.681, -3.751], [2.924, -2.084, -3.635], [1.189, -2.189, -4.059]],
  "atomic_forces_ev_per_a": [[-0.42, 0.27, 0.33], [-0.09, -0.10, -0.10], [0.15, 0.07, -0.08], [0.18, 0.06, -0.04], [-0.03, -0.02, 0.11], [0.04, -0.05, -0.06], [-0.02, 0.04, 0.00], [-0.03, 0.02, -0.01], [-0.01, -0.01, 0.00], [0.02, 0.00, 0.01], [-0.02, 0.04, -0.01], [0.00, -0.05, 0.03], [0.08, 0.03, -0.07], [-0.06, 0.04, 0.08], [-0.03, 0.00, 0.04], [0.02, 0.04, 0.02], [0.04, -0.05, -0.02], [-0.01, 0.01, -0.01], [-0.01, 0.00, -0.01], [0.00, 0.00, 0.03], [-0.01, 0.01, -0.01], [-0.05, -0.06, 0.03], [0.02, 0.06, 0.13], [0.07, -0.03, -0.07], [-0.07, -0.04, -0.16], [0.01, -0.03, 0.04], [-0.02, 0.02, 0.00], [0.00, -0.03, 0.01], [0.02, 0.03, -0.10], [-0.02, -0.02, 0.02], [0.00, 0.04, -0.02], [-0.05, 0.00, 0.16], [0.13, -0.17, -0.17], [0.01, 0.00, 0.00], [0.03, 0.03, 0.02], [0.01, 0.01, 0.01], [0.01, 0.01, 0.00], [0.00, 0.01, 0.00], [0.01, 0.01, 0.00], [0.00, 0.00, 0.01], [0.00, 0.02, -0.01], [0.01, -0.04, 0.00], [-0.01, 0.00, -0.01], [-0.03, 0.02, 0.00], [0.01, -0.01, 0.00], [0.06, 0.02, 0.03], [0.06, 0.00, 0.03], [-0.07, -0.06, 0.01], [0.00, -0.09, -0.05], [-0.04, 0.10, -0.04], [0.00, 0.00, 0.02], [0.04, 0.00, 0.03], [0.02, 0.01, 0.00], [0.00, 0.00, 0.00], [0.00, 0.00, 0.00], [0.00, 0.00, 0.00], [0.00, 0.00, 0.00], [0.00, 0.00, 0.01], [0.00, 0.00, 0.00], [0.00, 0.00, 0.00], [0.04, 0.05, -0.02], [-0.05, -0.01, -0.03], [0.03, -0.01, 0.01], [-0.02, 0.04, -0.04], [0.00, 0.01, -0.02], [-0.02, -0.01, -0.01], [-0.02, 0.00, 0.00], [0.02, 0.00, -0.01], [0.04, -0.02, 0.07], [0.00, 0.01, 0.01], [0.00, 0.00, 0.01], [-0.02, 0.04, 0.08], [0.11, -0.37, -0.29], [-0.03, -0.05, 0.02], [0.02, 0.08, 0.02], [-0.04, 0.04, 0.03], [-0.03, -0.01, 0.00], [0.01, -0.01, 0.02], [0.01, 0.03, -0.01]],
  "total_energy_ha": -6173.1267,
  "total_charge": -2,
  "homo_ev": -2.403,
  "de_lowest_kj_mol": 29.2,
  "largest_force_ev_per_a": 0.601,
  "lumo_ha": 0.1208
}